[1]
DFT (ωB97M-V with the def2-TZVPD basis set) results for C65H135N7O13Pt as an isolated structure at a distorted geometry.

The calculation puts the gap between HOMO and LUMO (spin up / spin down) at 7.8 / 6.9 eV. The calculated total energy is -109875.83426 eV. The multiplicity is 3. The calculation puts the highest occupied orbital energy (spin up / spin down) at -0.269 / -0.269 Ha.

Each line ends with the Löwdin spin population.
CARTESIAN COORDINATES (ANGSTROEM)
Pt 0.6381 0.6425 0.3128  1.500
O 1.1894 -1.5719 -2.9604  0.008
C 1.0413 -0.9549 -1.8260  0.012
O -0.0952 -0.7487 -1.2913  0.086
O 1.9307 -0.5274 -1.1075  0.079
H 0.2721 -1.5159 -3.2379  0.001
O 0.3311 -0.3585 4.1357  0.006
C 0.5564 -0.0090 2.8976  0.017
O 0.9641 1.0902 2.5356  0.072
O 0.3819 -0.7583 1.9543  0.110
H 0.6192 0.4399 4.5841  0.001
C 3.4855 1.0407 -3.5759  0.000
C 4.8652 1.3214 -3.0303  0.000
C 5.1068 2.8881 -2.9800  0.000
C 6.3983 3.2720 -2.2013  0.000
C 6.3081 2.6892 -0.8152  0.000
C 6.0725 1.1445 -0.7311  0.000
N 4.9855 0.7644 -1.6612  0.000
O 4.6401 -0.5807 -1.5271  0.001
C 7.4173 0.4376 -1.0027  0.000
C 5.5963 0.8484 0.7660  0.000
C 5.8747 0.6740 -3.9419  0.000
H 3.4114 0.0619 -4.0496  0.000
H 3.1363 1.7832 -4.2935  0.000
H 2.7386 1.1458 -2.7890  0.000
H 5.1976 3.3068 -3.9822  0.000
H 4.2933 3.3989 -2.4648  0.000
H 6.3761 4.3461 -2.0170  0.000
H 7.2669 2.9080 -2.7500  0.000
H 5.5054 3.2201 -0.3034  0.000
H 7.2067 2.8850 -0.2301  0.000
H 8.1929 0.5194 -0.2412  0.000
H 7.2987 -0.6451 -1.0450  0.000
H 7.9950 0.6478 -1.9028  0.000
H 4.8716 0.0686 1.0001  0.000
H 6.4870 0.5246 1.3044  0.000
H 5.1229 1.6709 1.3021  0.000
H 5.9532 -0.3808 -3.6788  0.000
H 6.8810 1.0875 -3.8757  0.000
H 5.6257 0.8594 -4.9868  0.000
H 3.6808 -0.5499 -1.5116  0.000
C -2.3713 -4.4604 -1.9088  0.000
C -2.3700 -4.4663 -3.5150  0.000
C -3.2235 -5.6654 -4.1234  0.000
C -4.7079 -5.3254 -4.1552  0.000
C -5.0006 -4.0532 -5.0472  0.000
C -4.2091 -2.8218 -4.3733  0.000
N -2.8417 -3.1759 -3.9575  0.000
O -2.1026 -2.1251 -3.5326  0.001
C -4.1442 -1.7367 -5.5175  0.000
C -5.0484 -2.2889 -3.2123  0.000
C -0.9000 -4.7388 -4.0272  0.000
H -3.4031 -4.2204 -1.6523  0.000
H -1.8245 -3.6290 -1.4638  0.000
H -1.9983 -5.4048 -1.5124  0.000
H -2.9766 -6.0666 -5.1064  0.000
H -3.1656 -6.4392 -3.3580  0.000
H -5.1089 -5.2468 -3.1447  0.000
H -5.1726 -6.2228 -4.5636  0.000
H -6.0789 -3.9061 -4.9853  0.000
H -4.8803 -4.3569 -6.0871  0.000
H -5.1306 -1.5251 -5.9301  0.000
H -3.7412 -0.8061 -5.1181  0.000
H -3.4622 -2.1802 -6.2431  0.000
H -4.3415 -1.7357 -2.5939  0.000
H -5.7836 -1.5916 -3.6139  0.000
H -5.5423 -3.0650 -2.6276  0.000
H -0.9872 -4.8033 -5.1117  0.000
H -0.5417 -5.7540 -3.8570  0.000
H -0.1715 -3.9698 -3.7704  0.000
H -2.0659 -2.1948 -2.5758  0.000
C 0.5059 5.6841 -6.1470  0.000
C -0.4664 5.2892 -5.0652  0.000
C -1.9790 5.6228 -5.4589  0.000
C -2.5408 4.5990 -6.4584  0.000
C -2.5001 3.2044 -5.8585  0.000
C -1.1223 2.7601 -5.2876  0.000
N -0.3472 3.8719 -4.5973  0.000
O 0.8791 3.4784 -4.1197  0.001
C -1.3145 1.5447 -4.3080  0.000
C -0.2768 2.3124 -6.4685  0.000
C -0.1346 6.1030 -3.7444  0.000
H 0.2232 5.1458 -7.0517  0.000
H 1.5761 5.5796 -5.9688  0.000
H 0.3986 6.6987 -6.5307  0.000
H -2.6523 5.6773 -4.6034  0.000
H -2.0377 6.5901 -5.9578  0.000
H -2.0578 4.7068 -7.4296  0.000
H -3.5560 4.9136 -6.7003  0.000
H -2.8322 2.3999 -6.5147  0.000
H -3.2292 3.2039 -5.0483  0.000
H -1.7911 0.7056 -4.8150  0.000
H -0.3119 1.2578 -3.9911  0.000
H -1.8505 1.8486 -3.4088  0.000
H -0.8911 1.6868 -7.1161  0.000
H 0.0794 3.1775 -7.0278  0.000
H 0.5943 1.7208 -6.1871  0.000
H -0.8579 5.9970 -2.9359  0.000
H -0.2036 7.1676 -3.9682  0.000
H 0.8758 5.8519 -3.4217  0.000
H 1.4248 3.2480 -4.8752  0.000
C -5.0204 -0.1004 4.9875  0.000
C -4.3639 -1.3351 4.2992  0.000
C -5.4027 -2.4224 4.4777  0.000
C -5.1450 -3.6214 3.6227  0.000
C -5.1342 -3.1521 2.1998  0.000
C -4.0343 -2.0558 1.7918  0.000
N -4.0248 -0.9959 2.9060  0.000
O -2.9790 -0.0455 2.8091  0.000
C -2.6160 -2.7980 1.7358  0.000
C -4.3874 -1.4406 0.4519  0.000
C -3.0648 -1.6945 5.1413  0.000
H -4.3531 0.7369 4.7830  0.000
H -5.2404 -0.2803 6.0397  0.000
H -5.9443 0.0849 4.4396  0.000
H -5.5138 -2.7764 5.5026  0.000
H -6.3889 -2.0180 4.2498  0.000
H -5.9891 -4.2925 3.7815  0.000
H -4.2478 -4.1890 3.8698  0.000
H -6.0549 -2.5870 2.0547  0.000
H -4.9943 -4.0482 1.5953  0.000
H -1.8054 -2.0864 1.5791  0.000
H -2.3553 -3.2818 2.6772  0.000
H -2.6060 -3.6324 1.0346  0.000
H -5.4631 -1.5682 0.3307  0.000
H -4.2502 -0.3627 0.3657  0.000
H -3.8237 -1.8207 -0.4001  0.000
H -2.6007 -2.4890 4.5570  0.000
H -3.0617 -1.9820 6.1927  0.000
H -2.4672 -0.8091 4.9246  0.000
H -2.2893 -0.4281 3.3564  0.000
C -2.1386 2.0951 0.1447  0.005
C -1.1971 3.2907 0.0010  0.001
C -1.3704 3.9131 1.4145  0.000
C -0.4067 5.0436 1.7008  0.000
C 1.0978 4.5223 1.5268  0.000
C 1.2999 3.8171 0.1724  0.005
N 0.2103 2.8290 -0.1327  0.042
O 0.4709 2.2030 -1.3993  0.036
C 1.6042 4.7962 -0.8853  0.002
C 2.6669 2.9810 0.2318  0.001
C -1.7375 4.1431 -1.1496  0.002
H -2.3823 1.5576 -0.7718  0.000
H -3.1333 2.3543 0.5074  0.000
H -1.7343 1.3645 0.8452  0.002
H -2.3829 4.3036 1.5171  0.000
H -1.0783 3.2574 2.2347  0.000
H -0.5594 5.4030 2.7184  0.000
H -0.6729 5.9786 1.2077  0.000
H 1.3598 3.8872 2.3731  0.000
H 1.7807 5.3697 1.5877  0.000
H 2.0171 4.2426 -1.7286  0.000
H 0.6856 5.3269 -1.1354  0.000
H 2.3661 5.4786 -0.5087  0.000
H 3.3973 3.6568 0.6767  0.000
H 2.7710 2.1253 0.8989  -0.001
H 3.0988 2.6587 -0.7157  0.000
H -1.4328 5.1836 -1.0369  0.000
H -2.8011 4.3641 -1.0605  0.000
H -1.4004 3.8401 -2.1409  0.000
H 0.1068 2.8830 -1.9709  0.006
C 1.0870 -6.7328 3.1870  0.000
C 1.3836 -5.6318 2.1375  0.000
C 2.9695 -5.5546 2.2619  0.000
C 3.6853 -5.0024 1.0428  0.000
C 3.2319 -5.7182 -0.2376  0.000
C 1.6585 -5.7333 -0.4320  0.000
N 0.9609 -6.1202 0.8267  0.000
O -0.4413 -6.3358 0.7857  0.000
C 1.1051 -4.2831 -0.8197  0.000
C 1.2815 -6.7068 -1.6437  0.000
C 0.7556 -4.2281 2.5736  0.000
H 1.2386 -6.4081 4.2164  0.000
H 1.6778 -7.6426 3.0811  0.000
H 0.0607 -7.0943 3.1237  0.000
H 3.1770 -4.8840 3.0958  0.000
H 3.4604 -6.5005 2.4907  0.000
H 4.7554 -5.2083 1.0676  0.000
H 3.5628 -3.9288 0.8996  0.000
H 3.5527 -6.7599 -0.2350  0.000
H 3.8141 -5.2227 -1.0146  0.000
H 0.0580 -4.1855 -0.5334  0.000
H 1.6228 -3.5134 -0.2472  0.000
H 1.3133 -4.2275 -1.8882  0.000
H 1.8608 -6.5889 -2.5595  0.000
H 1.4481 -7.7467 -1.3625  0.000
H 0.2273 -6.5458 -1.8691  0.000
H 0.7625 -3.9524 3.6281  0.000
H -0.2477 -4.1213 2.1612  0.000
H 1.1944 -3.4322 1.9720  0.000
H -0.4719 -7.2939 0.8384  0.000
C 2.8000 2.4937 7.9665  0.000
C 2.0710 1.5504 6.9013  0.000
C 0.9792 0.7039 7.7761  0.000
C -0.2092 1.5089 8.3703  0.000
C -0.8416 2.1255 7.1144  0.000
C 0.0727 2.8992 6.1039  0.000
N 1.3160 2.1562 5.8137  0.000
O 2.1293 2.8644 4.9329  0.001
C -0.7978 3.1489 4.8468  0.000
C 0.2611 4.3259 6.6920  0.000
C 3.0765 0.4707 6.3225  0.000
H 3.4769 1.9102 8.5907  0.000
H 2.1067 3.1300 8.5165  0.000
H 3.4274 3.1857 7.4047  0.000
H 0.6639 -0.1669 7.2013  0.000
H 1.4925 0.1924 8.5904  0.000
H 0.0784 2.2814 9.0834  0.000
H -1.0164 0.9848 8.8819  0.000
H -1.6588 2.7523 7.4713  0.000
H -1.3263 1.3327 6.5446  0.000
H -0.0611 3.5284 4.1388  0.000
H -1.1758 2.2697 4.3250  0.000
H -1.6197 3.8408 5.0308  0.000
H 0.4199 4.3403 7.7703  0.000
H 1.0817 4.8686 6.2227  0.000
H -0.5884 5.0039 6.6101  0.000
H 3.7523 0.2589 7.1511  0.000
H 3.6667 0.8234 5.4767  0.000
H 2.6290 -0.4777 6.0252  0.000
H 2.0375 2.4619 4.0662  0.000

=====

[2]
DFT (ωB97M-V with the def2-TZVPD basis set) results for a 7-piece molecular cluster, C31H63N2O12S6 overall.

The calculation puts the gap between HOMO and LUMO at 8.5 eV. The calculated total energy is -125722.82062 eV. Its charge is +1. The calculation puts the highest occupied orbital energy at -0.398 Ha.

Each line ends with the Mulliken charge.
CARTESIAN COORDINATES (ANGSTROEM)
N 0.7376 -2.6529 6.4635  -0.654
C 0.6708 -2.2823 5.2608  -0.085
C -0.0978 -1.0801 4.7586  0.331
N -1.5522 -1.4185 4.6582  0.260
C -1.8660 -2.1996 3.4083  -0.622
C -3.1643 -2.9474 3.6351  -0.880
C -4.2860 -2.0987 4.2898  -0.573
C -3.9265 -0.6717 4.7972  -0.880
C -2.4623 -0.2355 4.6831  -0.419
H 0.2580 -2.0139 7.1045  0.280
H 1.1870 -2.8886 4.5123  0.414
H 0.0694 -0.2083 5.3928  0.305
H 0.1892 -0.7843 3.7535  -0.848
H -1.8009 -2.0252 5.4454  0.501
H -1.0325 -2.8634 3.1835  0.465
H -1.9216 -1.4593 2.6084  0.361
H -2.9447 -3.8056 4.2787  0.351
H -3.4916 -3.3690 2.6849  0.393
H -5.1186 -2.0100 3.5938  0.360
H -4.6655 -2.6644 5.1404  0.290
H -4.2324 -0.5934 5.8415  0.312
H -4.5144 0.0717 4.2586  0.359
H -2.2697 0.2945 3.7484  0.308
H -2.1593 0.4169 5.5032  0.510
C 3.1805 0.3276 0.1640  -0.553
C 3.7080 -0.3919 1.4117  -0.981
C 2.4989 -0.7193 2.2970  0.628
S 1.0998 -0.8875 1.1711  1.214
O 0.1230 0.1403 1.4823  -0.739
O 0.6387 -2.2616 1.1404  -0.709
C 1.9970 -0.5007 -0.3240  -0.740
H 3.9416 0.4067 -0.6095  0.427
H 2.8517 1.3384 0.4159  0.126
H 4.2085 -1.3142 1.1127  0.328
H 4.4293 0.2115 1.9593  0.413
H 2.6151 -1.6561 2.8394  0.306
H 2.2652 0.0876 2.9891  -0.509
H 1.3227 0.0195 -1.0018  0.620
H 2.3077 -1.4477 -0.7677  0.233
C -0.0489 3.8879 3.1663  -1.131
C 1.4192 4.1124 2.7918  0.353
C 2.2642 3.7284 4.0067  -0.766
S 1.3353 2.4699 4.8874  1.177
O 0.9548 2.9405 6.1936  -0.740
O 1.9758 1.1693 4.7803  -0.708
C -0.1056 2.5071 3.8112  0.574
H -0.7049 3.9500 2.3000  0.398
H -0.3698 4.6466 3.8831  0.373
H 1.6819 3.4828 1.9379  -0.015
H 1.6188 5.1452 2.5290  -0.220
H 3.2352 3.3107 3.7510  0.459
H 2.3955 4.5636 4.6920  0.333
H -0.9892 2.3366 4.4236  0.317
H 0.0171 1.7144 3.0678  -0.307
C 2.7440 10.3878 2.1494  -0.597
C 3.3958 10.2557 3.5327  -0.604
C 2.7266 9.0715 4.2405  -0.715
S 2.1977 7.9519 2.9349  1.289
O 0.7601 7.8386 2.9399  -0.717
O 2.9937 6.7444 2.9730  -0.715
C 2.7144 8.9795 1.5641  -0.783
H 3.2951 11.0693 1.5041  0.351
H 1.7260 10.7693 2.2479  0.298
H 4.4638 10.0636 3.4191  0.303
H 3.2864 11.1661 4.1188  0.323
H 3.3941 8.5222 4.8992  0.371
H 1.8292 9.3654 4.7820  0.384
H 2.0085 8.8408 0.7486  0.401
H 3.7064 8.6407 1.2673  0.386
C -0.3701 -5.5173 -1.3281  -0.724
C 0.9047 -6.2371 -1.7989  -0.643
C 1.3782 -5.5563 -3.0901  -0.848
S 0.7955 -3.8559 -2.9861  1.278
O -0.1920 -3.6581 -4.0205  -0.537
O 1.9022 -2.9423 -2.8350  -0.706
C -0.0622 -4.0285 -1.4304  -0.325
H -0.6367 -5.8000 -0.3107  0.402
H -1.2100 -5.7706 -1.9788  0.275
H 1.6758 -6.1404 -1.0324  0.269
H 0.7351 -7.2999 -1.9608  0.386
H 2.4597 -5.5381 -3.1983  0.384
H 0.9236 -5.9852 -3.9807  0.401
H -0.9338 -3.3778 -1.4479  0.553
H 0.6289 -3.6991 -0.6573  -0.134
C 1.3408 -1.1717 -6.0203  -0.329
C -0.0775 -1.0161 -6.5790  0.001
C 0.0470 -0.6093 -8.0505  -0.837
S 1.6100 -1.2965 -8.6249  1.153
O 2.5058 -0.2142 -8.9529  -0.667
O 1.3805 -2.3471 -9.5828  -0.675
C 2.1074 -1.9922 -7.0492  -0.781
H 1.3311 -1.6642 -5.0509  -0.188
H 1.8133 -0.1929 -5.9028  0.387
H -0.5944 -1.9725 -6.5076  -0.195
H -0.6600 -0.2882 -6.0176  0.535
H -0.7454 -1.0123 -8.6764  0.370
H 0.1146 0.4690 -8.1823  0.369
H 3.1901 -1.9264 -6.9732  0.540
H 1.7910 -3.0355 -7.0488  0.300
C -5.6653 -3.7935 -5.8567  -0.595
C -4.9832 -4.1487 -4.5276  -0.685
C -3.4932 -3.8183 -4.6734  -0.352
S -3.3997 -2.4784 -5.8750  1.377
O -2.7105 -2.9548 -7.0464  -0.678
O -2.9856 -1.2617 -5.2229  -0.723
C -5.1545 -2.4067 -6.2319  -0.848
H -6.7508 -3.8058 -5.7729  0.376
H -5.3808 -4.5126 -6.6272  0.287
H -5.4193 -3.5499 -3.7252  0.315
H -5.1251 -5.1974 -4.2702  0.342
H -3.0241 -3.4692 -3.7575  0.087
H -2.9181 -4.6444 -5.0864  0.358
H -5.2770 -2.1488 -7.2810  0.410
H -5.5804 -1.6289 -5.5987  0.340

=====

[3]
DFT (ωB97M-V with the def2-TZVPD basis set) results for an isolated ion of composition C4H15N5O and charge +2 at a distorted geometry.

The calculation puts the gap between HOMO and LUMO at 11.3 eV. The calculated total energy is -13868.35479 eV. Its charge is +2. The structure (SMILES) is [H]/N=C(/N)N([NH2+]C)OCC[NH3+]. The calculation puts the highest occupied orbital energy at -0.658 Ha.

Each line ends with the natural charge from an NBO analysis.
CARTESIAN COORDINATES (ANGSTROEM)
H 0.1605 0.9472 -1.9084  0.397
N 0.3831 1.6130 -1.2143  -0.748
C 0.8831 1.2836 -0.0855  0.586
N 1.4393 2.0940 0.8372  -0.806
N 0.9929 -0.1841 0.4446  -0.075
N 2.1254 -0.9394 0.2539  -0.351
C 2.3417 -1.5959 -1.0666  -0.455
O -0.1827 -0.8779 -0.0468  -0.409
C -1.2711 -0.9564 0.7556  -0.077
C -2.0634 0.5272 0.8118  -0.287
N -2.1447 1.0482 -0.5368  -0.693
H 1.4754 3.1323 0.6336  0.452
H 1.8532 1.9905 1.7798  0.458
H 2.8993 -0.2376 0.4983  0.461
H 2.2946 -1.6525 0.9793  0.451
H 1.3344 -1.9356 -1.3003  0.259
H 2.7196 -0.7416 -1.7846  0.249
H 3.1794 -2.3263 -0.9993  0.277
H -1.0747 -1.3236 1.8631  0.243
H -2.0151 -1.5727 0.1217  0.236
H -1.5777 1.3582 1.4425  0.235
H -2.9243 0.2085 1.3092  0.255
H -2.9270 1.6704 -0.6444  0.452
H -2.3882 0.3186 -1.1601  0.428
H -1.2340 1.5328 -0.7691  0.461